The following is a quantum chemistry calculation of a structure of composition C4H12N2S2, from OMol25.

CARTESIAN COORDINATES (ANGSTROEM)
S (-3.61468, -0.81725, 0.09559)
S (-0.98227, 2.20613, -0.25683)
C (-1.32281, 0.76854, 0.60442)
C (-0.51377, -0.47078, 0.27805)
C (0.99109, -0.29431, 0.23227)
N (1.45145, 0.13927, -1.08329)
C (2.66025, 0.96326, -0.99298)
N (-0.91601, -1.37642, 1.30844)
H (-3.03761, -1.61626, -0.80377)
H (-2.41940, 0.44206, 0.27553)
H (-1.29761, 0.95234, 1.66440)
H (-0.87013, -0.78225, -0.70332)
H (1.47306, -1.22312, 0.51280)
H (1.28492, 0.43549, 0.98471)
H (0.74265, 0.75041, -1.42273)
H (3.42428, 0.42295, -0.51780)
H (2.51316, 1.87115, -0.43629)
H (3.00745, 1.22080, -2.00477)
H (-1.91633, -1.26494, 1.23492)
H (-0.65768, -2.32707, 1.03067)

Values from the calculation:
Largest force on an atom (eV/A): 5.23
HOMO-LUMO gap (eV): 5.80
Electronic energy (eV): -28989.3255
HOMO energy (eV): -9.01
Total charge: 0
Energy above the lowest of the compared OMol25 structures with the same formula, charge and spin (eV): 4.025

***

The following is a quantum chemistry calculation of a cluster of 2 separate species, C4H12N3 in total, from OMol25.

CARTESIAN COORDINATES (ANGSTROEM)
N (-2.91771, -0.21690, -1.20523)
C (-1.57810, -0.28493, -0.63404)
N (-1.12129, 0.85666, 0.17231)
H (-3.59227, 0.06078, -0.50024)
H (-2.95195, 0.48340, -1.93887)
H (-1.51036, -1.16759, -0.00355)
H (-0.89080, -0.40401, -1.47198)
H (-1.47648, 1.69809, -0.27339)
H (-1.60398, 0.79598, 1.06461)
C (1.59289, -0.87427, 0.39286)
C (1.41009, -1.70844, 1.41965)
C (2.03433, 1.38107, -0.43348)
N (1.98811, 0.43175, 0.54844)
H (1.47205, -1.13990, -0.65160)
H (1.57372, -1.37623, 2.43462)
H (1.18976, -2.74667, 1.23521)
H (2.38249, 2.37024, -0.19394)
H (1.79954, 1.12173, -1.45126)
H (2.19995, 0.71923, 1.48987)

Values from the calculation:
Largest force on an atom (eV/A): 0.76
HOMO-LUMO gap (spin up / spin down) (eV): 6.97 / 9.57
Expectation value of S²: 0.76
Electronic energy (eV): -8810.4038
2S+1: 2
HOMO energy (spin up / spin down) (eV): -5.90 / -8.61
Total charge: 0
Energy above the lowest of the compared OMol25 structures with the same formula, charge and spin (eV): 0.648

***

The following is a quantum chemistry calculation of the ion C4H12N3 with charge +1, from OMol25.

CARTESIAN COORDINATES (ANGSTROEM)
C (-1.41750, -1.14241, 0.47213)
N (-1.10809, -0.15832, -0.57595)
C (-0.95830, 1.16082, 0.05658)
C (0.50929, 1.30725, 0.36182)
C (1.22598, 0.22563, -0.54848)
N (1.81135, -0.90090, 0.28846)
N (0.22829, -0.23614, -1.45488)
H (-2.28785, -0.81764, 1.03973)
H (-1.68321, -2.15050, 0.21814)
H (-0.72848, -1.05630, 1.33535)
H (-1.96479, -0.13060, -1.18210)
H (-1.52361, 1.14918, 0.93392)
H (-1.37227, 2.03218, -0.50018)
H (0.82786, 2.28818, 0.05424)
H (0.86168, 1.04297, 1.45065)
H (2.08816, 0.82493, -1.12571)
H (2.55790, -0.57183, 0.95321)
H (2.45616, -1.59115, -0.20329)
H (0.47743, -1.27535, -1.57365)

Values from the calculation:
Largest force on an atom (eV/A): 3.88
SMILES: C[N@H+]1CC[C@@H](N)N1
HOMO-LUMO gap (eV): 10.88
Electronic energy (eV): -8804.0982
HOMO energy (eV): -13.86
Total charge: +1
Energy above the lowest of the compared OMol25 structures with the same formula, charge and spin (eV): 3.636

***

The following is a quantum chemistry calculation of a cluster of 2 separate species, C4H12N3 in total, from OMol25.

CARTESIAN COORDINATES (ANGSTROEM)
C (-1.38675, -1.26361, 0.24011)
C (1.59870, -0.72789, -0.39555)
C (-2.57432, 0.65131, 1.09355)
C (1.61801, 1.63196, 0.20754)
N (-2.32758, -0.36979, 0.02790)
N (1.97490, -1.73285, -1.19929)
N (2.10765, 0.48269, -0.64740)
H (-1.13285, -2.01388, -0.56145)
H (-0.95405, -1.33740, 1.13045)
H (-3.55744, 1.17020, 0.79288)
H (-2.44401, 0.12414, 2.04365)
H (-1.81106, 1.41455, 1.00540)
H (2.47301, 2.21130, 0.78014)
H (1.04815, 2.20949, -0.49201)
H (1.00239, 1.23717, 1.08260)
H (1.31735, -2.48486, -1.30998)
H (2.67073, -1.66637, -1.89187)
H (-2.76511, -0.13067, -0.84805)
H (3.14229, 0.59451, -1.05861)

Values from the calculation:
Largest force on an atom (eV/A): 6.60
HOMO-LUMO gap (spin up / spin down) (eV): 7.46 / 7.46
Electronic energy (eV): -8803.3900
HOMO energy (spin up / spin down) (eV): -12.08 / -12.08
Total charge: +1
Energy above the lowest of the compared OMol25 structures with the same formula, charge and spin (eV): 4.344

***

The following is a quantum chemistry calculation of the ion C4H12N3 with charge +1, from OMol25.

CARTESIAN COORDINATES (ANGSTROEM)
N (-1.62749, -2.08008, -0.33480)
C (-0.72250, -1.68422, 0.59573)
N (-0.33223, -0.46204, 0.68869)
C (-0.92539, 0.74923, 0.08337)
C (0.04396, 1.27691, -0.96750)
C (1.36019, 1.66736, -0.32662)
N (1.90565, 0.48865, 0.42478)
H (-1.91913, -3.04159, -0.36201)
H (-1.86244, -1.43780, -1.06936)
H (-0.12006, -2.53517, 0.88746)
H (0.75731, -0.19078, 0.84573)
H (-1.04497, 1.51577, 0.84561)
H (-1.89917, 0.46038, -0.30923)
H (-0.37364, 2.10293, -1.54972)
H (0.25383, 0.53628, -1.77757)
H (2.17721, 1.92709, -1.02712)
H (1.39703, 2.55251, 0.29880)
H (2.65427, 0.84163, 1.02048)
H (2.45542, -0.08703, -0.21050)

Values from the calculation:
Largest force on an atom (eV/A): 3.31
SMILES: N/C=[NH+]\CCCN
HOMO-LUMO gap (eV): 11.16
Electronic energy (eV): -8806.3918
HOMO energy (eV): -14.15
Total charge: +1
Energy above the lowest of the compared OMol25 structures with the same formula, charge and spin (eV): 1.342

***

The following is a quantum chemistry calculation of the ion C4H12N3 with charge +1, from OMol25.

CARTESIAN COORDINATES (ANGSTROEM)
N (-0.52874, -2.20032, 0.02030)
C (-0.42955, -0.77939, -0.25582)
N (-1.73178, -0.00459, 0.05381)
N (-1.53160, 1.40329, 0.11855)
C (0.74824, -0.07854, 0.48993)
C (2.08394, -0.36184, 0.03550)
C (1.46530, 1.01905, -0.19738)
H (-0.61928, -2.33440, 1.05802)
H (-1.09590, -2.65406, -0.72473)
H (-0.24927, -0.69733, -1.38081)
H (-2.57715, -0.19098, -0.43749)
H (-2.02032, 2.01885, -0.68186)
H (-0.39297, 1.37201, 0.28487)
H (-1.94465, 1.78521, 1.05491)
H (0.60241, -0.13177, 1.51140)
H (2.18325, -0.94798, -0.89829)
H (3.00961, -0.42761, 0.74553)
H (1.81337, 1.94156, 0.39726)
H (1.21508, 1.26884, -1.19369)

Values from the calculation:
Largest force on an atom (eV/A): 3.76
SMILES: N[C@@H](N[NH3+])C1CC1
HOMO-LUMO gap (eV): 10.11
Electronic energy (eV): -8803.1283
HOMO energy (eV): -13.70
Total charge: +1
Energy above the lowest of the compared OMol25 structures with the same formula, charge and spin (eV): 4.606

***

The following is a quantum chemistry calculation of a cluster of 2 separate species, C4H12N3 in total, from OMol25.

CARTESIAN COORDINATES (ANGSTROEM)
C (0.01827, -0.46671, 0.15529)
C (-2.72651, 0.32633, -0.51387)
C (1.11997, 1.66691, 0.24318)
C (2.33037, -0.59461, -0.11754)
N (-1.75289, 0.61513, 0.50682)
N (1.16485, 0.17649, 0.14847)
N (-0.09255, -1.77645, -0.03015)
H (-3.64350, 0.48412, -0.07544)
H (-2.55408, 0.93873, -1.32670)
H (-2.75469, -0.71122, -0.89916)
H (1.63314, 2.07470, -0.66362)
H (0.04619, 1.93145, 0.20345)
H (1.45040, 2.02867, 1.21286)
H (2.20569, -1.45989, -0.92099)
H (3.16887, -0.11075, -0.44413)
H (2.49272, -1.01201, 0.96088)
H (-2.09343, 0.31190, 1.43615)
H (-0.94236, -2.24476, 0.02467)
H (0.75891, -2.29685, -0.04869)

Values from the calculation:
Largest force on an atom (eV/A): 4.81
HOMO-LUMO gap (spin up / spin down) (eV): 9.57 / 9.57
Electronic energy (eV): -8802.9421
HOMO energy (spin up / spin down) (eV): -14.04 / -14.04
Total charge: +1
Energy above the lowest of the compared OMol25 structures with the same formula, charge and spin (eV): 4.792

***

The following is a quantum chemistry calculation of a cluster of 3 separate species, C4H12N3 in total, from OMol25.

CARTESIAN COORDINATES (ANGSTROEM)
C (0.49280, 1.32147, -1.54217)
C (-2.22493, -0.86776, -0.06824)
C (-1.28029, 1.20602, 1.24456)
C (-1.55728, -0.01167, 0.41557)
N (-2.78481, -2.01133, -0.53355)
N (1.56816, 0.98124, -0.98278)
N (1.69616, -0.91656, 0.80763)
H (-0.37952, 0.63627, -1.63320)
H (0.37688, 2.27274, -1.89274)
H (-0.96473, 2.02858, 0.44043)
H (-0.39439, 1.09863, 1.94291)
H (-1.98306, 1.63466, 1.91647)
H (-2.93065, -2.79653, 0.04303)
H (-2.53206, -2.33283, -1.48465)
H (2.36518, 1.62508, -1.07737)
H (1.56287, 0.00586, -0.29452)
H (0.77403, -1.32768, 0.79892)
H (2.48342, -1.59057, 0.84316)
H (1.86104, -0.50997, 1.63261)

Values from the calculation:
Largest force on an atom (eV/A): 4.85
HOMO-LUMO gap (eV): 8.14
Electronic energy (eV): -8803.3479
HOMO energy (eV): -12.11
Total charge: +1
Energy above the lowest of the compared OMol25 structures with the same formula, charge and spin (eV): 4.386

***

The following is a quantum chemistry calculation of the ion C4H12N3 with charge +2, from OMol25.

CARTESIAN COORDINATES (ANGSTROEM)
C (0.76516, 1.49448, -0.13536)
C (0.68932, 0.11530, -0.97012)
C (0.03142, -0.78423, -0.09021)
C (0.51327, -1.76616, 0.68144)
N (-0.11512, -2.48309, 1.76648)
N (-1.39421, -0.36871, 0.11921)
N (-0.34629, 2.30727, -0.70660)
H (0.42869, 1.24950, 0.88560)
H (1.92382, 1.92123, -0.19712)
H (0.21678, 0.19098, -2.04864)
H (1.75413, -0.28208, -1.26003)
H (1.61689, -1.72642, 0.50016)
H (-0.90682, -2.97917, 1.39456)
H (0.49725, -2.98595, 2.45719)
H (-1.60693, -0.96812, 0.92329)
H (-1.24825, 1.87103, -0.51400)
H (-1.99656, -0.57564, -0.66331)
H (-0.28821, 2.49098, -1.70108)
H (-0.53436, 3.27880, -0.44147)

Values from the calculation:
Largest force on an atom (eV/A): 7.44
HOMO-LUMO gap (spin up / spin down) (eV): 11.34 / 8.23
Expectation value of S²: 0.76
Electronic energy (eV): -8793.0029
2S+1: 2
HOMO energy (spin up / spin down) (eV): -18.54 / -19.67
Total charge: +2
Energy above the lowest of the compared OMol25 structures with the same formula, charge and spin (eV): 2.199

***

The following is a quantum chemistry calculation of a cluster of 2 separate species, C4H12N3O in total, from OMol25.

CARTESIAN COORDINATES (ANGSTROEM)
C (-2.55552, 1.34478, -0.91957)
C (2.15814, 0.53492, -0.07769)
C (-3.31678, -0.38267, 0.52613)
C (1.86173, -1.85002, 0.19040)
N (-2.24017, 0.29768, -0.25030)
N (2.88030, 1.62553, -0.14782)
N (2.59628, -0.64485, 0.29446)
O (-1.07781, -0.25907, -0.13501)
H (-1.80362, 1.68047, -1.56498)
H (-3.28518, 1.91783, -0.41608)
H (1.06319, 0.47989, -0.15112)
H (-2.81097, -0.93859, 1.24150)
H (-4.09433, 0.22371, 0.99210)
H (-3.92501, -0.96490, -0.17189)
H (1.85693, -2.18596, -0.82700)
H (2.09860, -2.79427, 0.81414)
H (0.84646, -1.50574, 0.34394)
H (3.78416, 1.72631, 0.24004)
H (2.38231, 2.46961, -0.46953)
H (3.58128, -0.77467, 0.48827)

Values from the calculation:
Largest force on an atom (eV/A): 2.97
HOMO-LUMO gap (eV): 9.10
Electronic energy (eV): -10851.1396
HOMO energy (eV): -12.31
Total charge: +1
Energy above the lowest of the compared OMol25 structures with the same formula, charge and spin (eV): 3.954

***

The following is a quantum chemistry calculation of the ion C4H12N3OS with charge +1, from OMol25.

CARTESIAN COORDINATES (ANGSTROEM)
C (-0.91650, 2.29996, -0.06942)
N (0.08776, 1.69167, 0.24239)
C (1.36308, 2.13823, 0.70424)
S (-0.40181, -0.21420, 0.48409)
N (-1.87782, 0.09598, 0.42716)
O (0.31759, -0.49561, 1.76541)
C (0.61015, -0.75978, -1.08795)
C (0.66343, -2.25031, -0.72187)
N (-0.58572, -2.27672, -0.02304)
H (-1.87685, 1.73201, -0.06138)
H (-0.81406, 3.37334, -0.22357)
H (1.36797, 1.77427, 1.74959)
H (1.48674, 3.26346, 0.70254)
H (2.00495, 1.52860, 0.03092)
H (-2.64370, -0.52187, 0.73656)
H (-0.25412, -0.66224, -1.79457)
H (1.52740, -0.15549, -1.17419)
H (0.78440, -2.92773, -1.65566)
H (1.39200, -2.27268, -0.00283)
H (-0.86556, -3.14944, 0.62301)
H (-1.36934, -2.21146, -0.65145)

Values from the calculation:
Largest force on an atom (eV/A): 4.98
SMILES: C=[N+](C)S1(=N)([O-])CC[NH2+]1
HOMO-LUMO gap (eV): 10.89
Electronic energy (eV): -21684.3356
HOMO energy (eV): -14.14
Total charge: +1
Energy above the lowest of the compared OMol25 structures with the same formula, charge and spin (eV): 3.777

***

The following is a quantum chemistry calculation of a structure of composition C4H12N3Pb, from OMol25.

CARTESIAN COORDINATES (ANGSTROEM)
C (-1.99443, -1.66138, -2.11891)
Pb (-0.89730, -0.69852, -0.44489)
N (0.53279, 0.32529, -2.02122)
H (-2.10683, -1.42455, 0.70562)
H (-2.39794, 0.45769, -0.35516)
H (-2.99490, -1.89977, -1.72079)
H (-1.32628, -2.53422, -2.22662)
H (-1.99256, -0.91692, -2.92983)
H (1.48291, 0.00154, -1.80682)
H (0.42270, 1.34142, -1.91112)
H (0.18333, -0.01004, -2.92544)
N (1.51485, 1.67977, 2.19003)
C (1.82221, 0.41628, 2.71174)
C (1.10808, -0.47577, 1.99576)
N (0.41244, 0.23862, 1.03672)
C (0.63120, 1.56431, 1.17791)
H (1.87047, 2.55661, 2.49498)
H (2.50060, 0.24379, 3.52387)
H (1.03572, -1.57536, 2.05347)
H (0.19295, 2.37125, 0.57071)

Values from the calculation:
Largest force on an atom (eV/A): 5.21
HOMO-LUMO gap (spin up / spin down) (eV): 7.82 / 7.82
Electronic energy (eV): -14049.8882
HOMO energy (spin up / spin down) (eV): -11.89 / -11.89
Total charge: +1
Energy above the lowest of the compared OMol25 structures with the same formula, charge and spin (eV): 0.902